Computed, not measured: C3H5F3NO2PSn as an isolated structure at a distorted geometry, with ωB97M-V with the def2-TZVPD basis set.

Structure (XYZ):
```
16
Properties=species:S:1:pos:R:3:nbo_charge:R:1
N 0.214 -2.153 1.571 -1.20
P 0.825 -1.412 0.299 1.16
C 0.017 0.344 0.127 -0.31
O -1.136 0.360 -0.800 -0.73
C -2.353 -0.147 -0.169 0.58
O -2.751 0.153 0.970 -0.36
C 1.100 1.477 -0.392 0.90
F 0.687 2.747 0.157 -0.28
F 1.166 1.577 -1.863 -0.43
F 2.387 1.181 0.078 -0.22
H 0.940 -2.408 2.258 0.42
H 2.245 -1.331 0.468 0.05
H 0.562 -2.192 -0.866 0.02
H -0.257 0.687 1.204 0.35
H -3.043 -0.844 -0.787 0.25
Sn -0.603 1.962 -2.256 1.81
```

Summary:
LUMO energy   -11.2 eV
Spin multiplicity   1
Charge   +2
M   293.76 g mol⁻¹
Orbital gap   0.178 Eh
E   -1176.87856 a.u.

Computed, not measured: a 3-piece molecular cluster, C20H48FN10O2P2 overall at a distorted geometry, with ωB97M-V with the def2-TZVPD basis set.

Structure (XYZ):
```
83
Properties=species:S:1:pos:R:3:mulliken_charge:R:1
C -5.894 7.925 6.334 -0.67
N -5.963 6.566 5.621 -0.37
C -5.387 6.715 4.197 -0.62
C -5.440 5.214 3.538 0.13
C -6.786 4.621 2.741 -0.20
N -6.896 3.267 2.133 -0.61
N -5.830 2.430 2.256 0.26
C -4.477 2.630 2.899 0.26
F -3.467 1.547 2.913 -0.18
C -4.173 4.121 3.594 0.34
C -2.757 4.549 4.299 -0.17
C -1.419 3.851 3.646 -0.23
N -0.502 3.311 4.530 -0.62
H -5.642 7.796 7.490 0.26
H -5.026 8.592 5.859 0.26
H -6.950 8.459 6.216 0.26
H -6.972 6.250 5.551 0.27
H -6.002 7.514 3.602 0.37
H -4.297 7.120 4.325 0.34
H -7.727 5.350 2.655 0.37
H -5.952 1.469 1.809 0.35
H -2.636 5.721 4.111 0.18
H -2.834 4.432 5.471 0.32
H -1.189 3.728 2.504 0.34
H 0.305 2.886 3.990 0.34
O 2.197 1.094 3.079 -0.90
P 2.062 -0.160 2.181 0.65
N 3.335 -1.009 2.927 0.28
C 4.709 -0.572 2.953 -1.07
C 2.956 -1.566 4.229 -1.13
N 2.467 0.656 0.737 0.33
C 3.816 0.857 0.243 -1.13
C 1.718 1.904 0.533 -1.06
N 1.908 -1.602 1.148 0.10
C 2.923 -2.559 0.752 -0.71
C 0.702 -1.676 0.336 -1.06
H 5.364 -1.338 3.393 0.37
H 4.828 0.350 3.524 0.31
H 5.119 -0.424 1.959 0.33
H 2.224 -2.368 4.087 0.31
H 2.508 -0.806 4.878 0.29
H 3.802 -2.008 4.767 0.37
H 4.419 1.455 0.930 0.35
H 3.812 1.367 -0.728 0.37
H 4.317 -0.091 0.046 0.24
H 2.164 2.736 1.092 0.33
H 0.679 1.791 0.862 0.22
H 1.685 2.179 -0.527 0.39
H 3.837 -2.086 0.389 0.23
H 2.578 -3.218 -0.053 0.27
H 3.181 -3.220 1.586 0.24
H 0.880 -1.295 -0.674 0.34
H -0.102 -1.084 0.785 0.33
H 0.331 -2.705 0.266 0.43
O 1.243 -2.839 -3.037 -0.76
P 0.959 -3.001 -4.550 0.59
N -0.092 -4.326 -4.359 0.31
C 0.285 -5.598 -3.794 -1.00
C -1.418 -3.931 -3.875 -1.07
N 2.571 -3.390 -4.956 0.23
C 3.137 -4.725 -4.926 -1.03
C 3.563 -2.462 -4.394 -1.08
N 0.632 -3.187 -6.290 0.03
C 0.281 -4.381 -7.034 -0.81
C 1.071 -2.090 -7.140 -1.12
H -0.531 -6.331 -3.877 0.38
H 0.557 -5.507 -2.741 0.24
H 1.106 -6.065 -4.329 0.33
H -1.939 -3.360 -4.652 0.30
H -1.351 -3.303 -2.980 0.20
H -2.059 -4.787 -3.635 0.39
H 3.126 -5.153 -3.921 0.34
H 4.178 -4.723 -5.276 0.37
H 2.625 -5.396 -5.616 0.22
H 3.797 -2.709 -3.351 0.31
H 3.192 -1.433 -4.426 0.31
H 4.494 -2.480 -4.971 0.36
H 0.927 -5.232 -6.807 0.23
H 0.347 -4.227 -8.118 0.39
H -0.757 -4.671 -6.838 0.23
H 2.056 -2.292 -7.571 0.34
H 1.136 -1.160 -6.566 0.32
H 0.360 -1.907 -7.953 0.44
```

Summary:
LUMO energy   -5.5 eV
Spin multiplicity   1
Charge   +1
M   541.62 g mol⁻¹
Orbital gap   0.134 Eh
E   -2270.58005 a.u.

Computed, not measured: one molecule with the formula CH4N2O at a distorted geometry, with ωB97M-V with the def2-TZVPD basis set.

Structure (XYZ):
```
8
Properties=species:S:1:pos:R:3:nbo_charge:R:1
N 0.804 0.669 0.521 -0.87
C 0.242 -0.131 -0.463 0.78
N -1.049 -0.461 -0.194 -0.86
O 0.829 -0.519 -1.455 -0.65
H 0.463 0.829 1.494 0.39
H 1.795 0.783 0.419 0.40
H -1.468 -1.082 -0.891 0.41
H -1.617 -0.087 0.569 0.40
```

Summary:
LUMO energy   0.8 eV
Spin multiplicity   1
M   60.06 g mol⁻¹
Orbital gap   0.399 Eh
E   -225.28760 a.u.
SMILES   NC(N)=O
Energy relative to the best compared isomer or geometry (same formula, charge and spin)   2.8 kcal per mole

Computed, not measured: C13H18AlClIN2O2P as an isolated structure at a distorted geometry, with ωB97M-V with the def2-TZVPD basis set.

Structure (XYZ):
```
39
Properties=species:S:1:pos:R:3:nbo_charge:R:1
C 3.577 -1.937 -3.889 -0.84
C 3.713 -2.347 -2.534 0.99
H 4.226 -2.542 -4.561 0.37
H 3.866 -0.863 -3.920 0.34
H 2.501 -2.049 -4.149 0.36
O 3.812 -2.893 -1.514 -0.23
I -0.389 -2.069 -2.285 -0.28
Al 0.182 -0.250 -0.674 1.11
P 1.845 0.892 0.780 0.89
C 1.985 0.356 2.503 -0.96
C 3.530 0.834 0.126 -0.95
H 1.232 3.103 -0.003 0.28
H 2.514 3.164 1.265 0.26
H 0.800 2.905 1.695 0.24
C 1.572 2.690 0.951 -0.93
H 3.513 0.995 -0.961 0.25
H 4.120 1.613 0.617 0.27
H 2.843 0.866 2.967 0.27
H 2.110 -0.731 2.551 0.25
H 3.982 -0.146 0.305 0.24
H 1.070 0.607 3.052 0.25
C 0.761 -1.834 0.614 0.50
O 0.845 -2.846 1.157 -0.37
Cl 0.297 1.483 -1.965 -0.53
N -2.719 1.168 1.913 -0.47
C -1.465 0.963 1.507 0.28
N -1.454 0.146 0.439 -0.69
C -2.787 -0.218 0.177 0.16
C -3.372 -0.999 -0.817 -0.23
C -4.768 -1.069 -0.867 -0.18
C -5.573 -0.367 0.040 -0.17
C -4.981 0.401 1.058 -0.20
C -3.597 0.430 1.103 0.08
H -3.003 1.741 2.713 0.45
H -0.607 1.448 1.985 0.22
H -2.729 -1.541 -1.513 0.23
H -5.259 -1.675 -1.626 0.24
H -6.662 -0.403 -0.038 0.25
H -5.534 0.974 1.801 0.24
```

Summary:
LUMO energy   -8.2 eV
Spin multiplicity   1
Charge   +2
M   454.61 g mol⁻¹
Orbital gap   0.222 Eh
E   -2107.41437 a.u.
Energy relative to the best compared isomer or geometry (same formula, charge and spin)   0.0 kcal per mole

Computed, not measured: C21H16N5S3Tc as an isolated structure at a distorted geometry, with ωB97M-V with the def2-TZVPD basis set.

Structure (XYZ):
```
46
Properties=species:S:1:pos:R:3:mulliken_spin:R:1
Tc 0.585 1.183 -0.496 1.15
N 1.840 4.264 -3.486 0.00
C 1.253 3.393 -2.560 0.05
S 2.019 1.832 -2.329 -0.01
N 0.217 3.821 -1.940 -0.02
N -0.303 2.902 -1.001 0.05
C -1.429 3.366 -0.454 -0.06
C -2.332 2.678 0.316 0.05
C -3.484 3.384 0.805 -0.04
C -4.511 2.791 1.433 0.06
C -4.458 1.350 1.565 -0.03
C -3.383 0.668 1.168 0.03
N -2.214 1.289 0.642 0.00
H 2.345 3.795 -4.219 0.00
H 1.209 4.981 -3.807 0.00
H -1.676 4.399 -0.681 0.00
H -3.495 4.452 0.621 0.00
H -5.359 3.358 1.791 0.01
H -5.293 0.792 1.968 0.00
H -3.335 -0.405 1.236 0.01
S 1.818 1.216 2.105 -0.04
C 2.399 -0.123 1.240 -0.01
N 1.865 -0.449 0.094 -0.04
C 2.487 -1.525 -0.522 -0.01
C 2.154 -2.061 -1.760 0.00
C 2.872 -3.147 -2.232 0.01
C 3.919 -3.699 -1.487 0.00
C 4.265 -3.157 -0.257 0.00
C 3.540 -2.072 0.219 0.01
S 3.733 -1.168 1.697 0.00
H 1.357 -1.609 -2.338 0.00
H 2.624 -3.570 -3.198 0.00
H 4.468 -4.548 -1.873 0.00
H 5.092 -3.563 0.314 0.00
C -1.084 0.585 0.400 -0.08
C -1.048 -0.803 0.941 -0.04
C -0.870 -1.898 0.098 -0.02
C -0.730 -3.182 0.611 0.01
C -0.775 -3.395 1.982 -0.01
C -0.950 -2.310 2.835 0.01
C -1.081 -1.030 2.319 -0.02
H -0.840 -1.729 -0.971 0.01
H -0.577 -4.015 -0.066 0.00
H -0.675 -4.396 2.385 0.00
H -0.980 -2.461 3.908 0.00
H -1.179 -0.182 2.988 0.00
```

Summary:
LUMO energy (spin up / spin down)   2.7 / 2.7 eV
Spin multiplicity   2
Charge   -1
M   532.60 g mol⁻¹
Orbital gap (spin up / spin down)   0.211 / 0.219 Eh
E   -2359.05042 a.u.
Energy relative to the best compared isomer or geometry (same formula, charge and spin)   27.3 kcal per mole

Q: The lowest M belongs to which entry?
A: CH4N2O

Q: Which of these has the lowest E?
A: C21H16N5S3Tc